[1]
A molecular structure, C23H19AgN4O9S, computed with ωB97M-V/def2-TZVPD.

The geometry in ORCA input format:
```
! wB97M-V def2-TZVPD RIJCOSX def2/J DEFGRID3
* xyz -2 1
Ag 2.54 -0.72 -0.98
C -0.17 -2.18 -2.84
N 0.75 -2.70 -1.85
C 0.05 -3.43 -0.81
C 1.83 -3.46 -2.42
C 2.74 -2.64 -3.31
C 3.07 -3.13 -4.57
C 3.92 -2.43 -5.42
C 4.43 -1.21 -4.99
C 4.08 -0.72 -3.73
C 3.24 -1.41 -2.84
H -0.66 -3.00 -3.41
H 0.38 -1.56 -3.55
H -0.92 -1.58 -2.35
H -0.42 -4.36 -1.21
H -0.73 -2.80 -0.39
H 0.74 -3.69 -0.01
H 1.45 -4.34 -2.99
H 2.42 -3.86 -1.59
H 2.65 -4.08 -4.90
H 4.16 -2.81 -6.40
H 5.08 -0.63 -5.64
H 4.49 0.24 -3.43
O 2.02 -0.03 0.99
C 1.26 -0.67 1.76
O 1.17 -1.89 1.96
C 0.33 0.23 2.59
C 0.48 1.61 2.57
C -0.35 2.38 3.36
C -1.36 1.84 4.14
C -1.49 0.47 4.11
C -0.67 -0.35 3.36
N -2.57 -0.13 4.91
O -3.32 0.62 5.52
O -2.68 -1.34 4.92
N -0.16 3.84 3.41
O -0.95 4.50 4.08
O 0.77 4.32 2.80
H 1.22 2.06 1.92
H -2.01 2.47 4.73
H -0.78 -1.42 3.35
O -1.92 -0.70 -0.16
C -1.60 0.48 -0.27
N -0.62 0.99 -1.05
S -0.54 2.58 -0.97
O -0.95 3.22 -2.20
O 0.71 3.05 -0.40
C -1.83 2.81 0.24
C -2.32 3.94 0.86
C -3.35 3.78 1.78
C -3.87 2.52 2.05
C -3.37 1.39 1.42
C -2.33 1.55 0.52
H -1.90 4.92 0.65
H -3.74 4.65 2.30
H -4.67 2.42 2.78
H -3.74 0.40 1.63
*
```

Results
frontier orbital gap = 0.213 Ha
energy above the lowest of the compared OMol25 structures with the same formula, charge and spin = 0.0 kcal/mol
lowest unoccupied orbital energy = 3.79 eV
E_tot = -2329.12420 a.u.

These are the Löwdin partial charges, in e, on atoms 1 to 4: Ag 0.76; C -0.10; N -0.30; C -0.12



[2]
3 unconnected molecules or ions with the total composition C26H56BrClO2, computed with ωB97M-V/def2-TZVPD.

The geometry in ORCA input format:
```
! wB97M-V def2-TZVPD RIJCOSX def2/J DEFGRID3
* xyz 0 1
C -5.87 4.83 -3.50
C -4.32 4.94 -3.25
C -3.53 3.61 -3.58
Cl -2.23 3.49 -2.29
C -4.48 2.38 -3.45
O -3.75 1.13 -3.48
C -4.58 0.18 -2.81
C -4.36 -1.28 -3.36
O -3.30 -1.93 -2.71
C -2.54 -2.73 -3.60
C -1.22 -3.25 -2.92
C -1.64 -4.42 -1.95
C -1.70 -3.89 -0.46
C -0.67 -5.66 -2.00
C -5.75 -2.03 -3.16
Br -6.41 -1.79 -1.29
C -5.69 -3.53 -3.51
C -7.15 -4.14 -3.56
H -6.38 4.18 -2.75
H -6.01 4.38 -4.51
H -6.38 5.81 -3.45
H -3.90 5.81 -3.80
H -4.19 5.20 -2.17
H -3.08 3.65 -4.59
H -5.24 2.32 -4.26
H -4.96 2.45 -2.45
H -5.65 0.43 -3.01
H -4.44 0.24 -1.71
H -4.23 -1.18 -4.46
H -3.07 -3.65 -3.94
H -2.29 -2.19 -4.55
H -0.56 -3.67 -3.71
H -0.75 -2.41 -2.37
H -2.66 -4.80 -2.18
H -2.68 -3.39 -0.32
H -1.62 -4.81 0.18
H -0.82 -3.24 -0.28
H -0.25 -5.82 -3.01
H 0.10 -5.57 -1.21
H -1.26 -6.58 -1.75
H -6.49 -1.51 -3.80
H -5.10 -4.10 -2.76
H -5.19 -3.72 -4.49
H -7.27 -4.83 -4.42
H -7.87 -3.30 -3.61
H -7.40 -4.72 -2.65
C 3.48 0.21 3.32
C 2.27 -0.51 2.73
C 2.36 -2.03 2.84
C 3.53 -2.67 2.08
C 3.57 -2.37 0.58
C 2.36 -2.90 -0.17
H 4.40 -0.04 2.78
H 3.34 1.29 3.25
H 3.61 -0.05 4.37
H 2.13 -0.20 1.69
H 1.37 -0.18 3.26
H 1.42 -2.46 2.48
H 2.44 -2.31 3.89
H 3.48 -3.75 2.23
H 4.47 -2.34 2.53
H 4.47 -2.83 0.16
H 3.68 -1.29 0.41
H 2.26 -3.98 -0.05
H 2.46 -2.69 -1.24
H 1.44 -2.42 0.16
C 4.67 3.30 6.65
C 4.95 4.59 5.88
C 4.95 4.40 4.36
C 6.02 3.45 3.82
C 7.46 3.82 4.17
C 7.89 5.17 3.60
H 5.44 2.55 6.47
H 4.64 3.50 7.72
H 3.70 2.88 6.36
H 5.90 5.01 6.21
H 4.18 5.32 6.14
H 5.05 5.38 3.89
H 3.96 4.02 4.05
H 5.92 3.40 2.73
H 5.82 2.43 4.18
H 8.12 3.05 3.77
H 7.60 3.82 5.26
H 7.79 5.17 2.51
H 8.93 5.36 3.84
H 7.30 5.99 4.00
*
```

Results
SMILES = CC[C@@H](Cl)COC[C@@H](OCCC(C)C)[C@H](Br)CC.CCCCCC.CCCCCC
frontier orbital gap = 0.377 Ha
lowest unoccupied orbital energy = 0.67 eV
E_tot = -4208.87877 a.u.

These are the Löwdin partial charges, in e, on atoms 1 to 4: C -0.12; C -0.28; C -0.59; Cl 0.58